{"formula": "C8H15CdO9", "method": "ωB97M-V/def2-TZVPD", "lumo_energy_ev": -1.89, "e_tot_ha": -1158.487728, "total_charge": -1, "elements": ["Cd", "O", "O", "O", "O", "O", "O", "O", "O", "O", "C", "C", "C", "C", "C", "C", "C", "C", "H", "H", "H", "H", "H", "H", "H", "H", "H", "H", "H", "H", "H", "H", "H"], "xyz": [[1.88898, -1.61278, -0.33430], [-1.88762, -0.07787, -1.27328], [5.59562, -1.36963, -0.49842], [-0.13209, 1.55617, -2.26622], [1.56693, 0.28956, 3.38954], [-2.18268, -3.41003, 2.85706], [-5.28637, 2.79252, -2.39812], [1.93949, -3.18141, -3.55188], [-3.44292, 4.21160, -4.22704], [1.94765, -4.99778, 1.16565], [-1.29275, 1.89782, -2.46394], [-2.34915, 0.92385, -1.79479], [-1.73288, 3.02512, -3.32405], [0.58993, 2.50587, 3.69975], [1.15089, 1.25537, 4.27750], [-3.71334, 1.36920, -1.86991], [-4.08519, 2.45987, -2.60992], [-3.10682, 3.29669, -3.37254], [2.63629, -3.77210, -3.83786], [-1.04409, 3.56950, -3.95304], [1.36395, 3.00016, 3.11267], [-4.45238, 0.82706, -1.29868], [6.38798, -1.82738, -0.77923], [0.47726, 0.95812, 5.08122], [1.53642, -5.83651, 0.95672], [2.29152, -5.11315, 2.05147], [2.00872, 1.69842, 4.78340], [-2.06574, -3.04086, 1.98169], [-1.66801, -2.84018, 3.42856], [1.20123, -3.38546, -4.12596], [0.16465, 3.12138, 4.49245], [-0.19287, 2.18433, 3.01276], [5.88748, -0.47744, -0.31121]], "forces_ev_per_angstrom": [[-0.1, 0.1, 0.1], [-0.8, 0.4, 0.0], [-0.1, -0.1, 0.0], [-0.6, 0.9, -0.6], [-0.6, 0.9, 0.9], [-0.2, -0.3, 0.1], [1.3, 0.5, -1.6], [0.0, 0.1, 0.1], [-0.2, -2.3, 2.7], [0.1, 0.1, -0.2], [1.0, -0.3, -0.1], [0.6, 0.5, -0.6], [0.3, -2.4, 2.2], [-0.8, 0.2, -1.4], [1.0, -1.1, -0.3], [2.5, -2.6, 0.8], [-3.5, 2.1, 1.4], [-0.4, 2.9, -4.2], [0.2, -0.1, 0.0], [0.0, 0.0, 0.1], [-0.2, 0.3, 0.1], [-0.2, 0.1, 0.0], [0.2, -0.2, -0.1], [-0.3, -0.8, 0.3], [-0.2, -0.2, -0.1], [0.1, 0.1, 0.3], [1.0, -0.3, 0.7], [0.1, 0.1, -0.3], [0.2, 0.2, 0.1], [-0.3, 0.0, -0.1], [0.1, 0.3, -0.1], [-0.3, 0.4, -0.1], [0.0, 0.3, 0.1]]}

---

{"formula": "C6H11N", "method": "ωB97M-V/def2-TZVPD", "lumo_energy_ev": 1.12, "e_tot_ha": -289.877251, "total_charge": 0, "elements": ["N", "C", "C", "C", "C", "C", "C", "H", "H", "H", "H", "H", "H", "H", "H", "H", "H", "H"], "xyz": [[1.81869, -0.77724, -0.22810], [-1.46511, -0.06544, 0.19484], [0.86595, -0.67397, 0.52434], [2.70834, -0.63014, -1.12941], [-1.64570, -0.84642, -1.10411], [-0.05974, 0.52117, 0.37429], [0.05561, 1.28761, 1.69627], [1.06083, 1.70105, 1.83915], [-0.98196, -1.71874, -1.13839], [2.59326, -1.19890, -2.04886], [-2.67574, -1.20456, -1.20500], [0.15808, 1.22884, -0.48472], [-1.68261, -0.72104, 1.04939], [-0.15758, 0.63149, 2.54945], [-0.66167, 2.11010, 1.69496], [-2.16951, 0.76911, 0.23051], [-1.42455, -0.21707, -1.97373], [3.66340, -0.19587, -0.84089]], "forces_ev_per_angstrom": [[-0.7, 1.4, -0.5], [-0.1, 0.1, 0.0], [0.5, -0.2, -0.3], [0.5, -1.0, 0.4], [0.0, 0.0, 0.0], [-0.1, -0.2, 0.2], [-0.1, 0.1, 0.0], [-0.2, -0.1, -0.1], [-0.1, 0.1, 0.0], [0.1, 0.2, 0.0], [0.2, 0.0, 0.0], [0.2, -0.9, 0.6], [0.1, 0.2, -0.1], [0.0, 0.1, -0.2], [0.0, 0.1, 0.1], [-0.1, 0.0, 0.0], [0.0, -0.1, 0.1], [-0.2, 0.0, -0.2]]}

---

{"formula": "C6H14O2", "method": "ωB97M-V/def2-TZVPD", "smiles": "CC(C)O.C=CCO", "lumo_energy_ev": 0.79, "e_tot_ha": -387.421867, "total_charge": 0, "elements": ["O", "O", "C", "C", "C", "C", "C", "C", "H", "H", "H", "H", "H", "H", "H", "H", "H", "H", "H", "H", "H", "H"], "xyz": [[0.37676, 2.63511, 0.89278], [-0.67084, -2.28388, -1.15251], [-0.85137, 2.58441, 1.61876], [-1.39138, 1.21974, 1.43059], [1.11605, -0.84006, -0.38199], [0.70156, -1.92808, -1.40047], [-1.43646, 0.29007, 2.43297], [0.99047, -1.54389, -2.85149], [-1.92742, -0.68986, 2.19530], [1.11117, -1.26141, 0.58497], [-1.50500, 3.32640, 1.20232], [2.15812, -0.48608, -0.47078], [0.38130, 0.02677, -0.48731], [-1.08148, -1.53194, -0.70468], [-0.75086, 2.81664, 2.73137], [1.26267, -2.83154, -1.16655], [-1.00270, 0.45322, 3.41091], [1.00890, -2.48167, -3.46953], [0.28442, -0.81215, -3.20575], [0.88275, 3.34087, 1.29416], [2.01042, -1.10380, -2.87356], [-1.66706, 1.10113, 0.37048]], "forces_ev_per_angstrom": [[0.1, 0.1, 0.4], [0.2, 0.3, -0.2], [0.6, 0.0, 1.5], [-0.1, -1.0, 1.4], [-0.4, 0.8, -1.6], [0.3, 0.4, 0.7], [-0.8, 0.3, -2.9], [0.9, -1.1, 0.3], [0.8, 0.9, 0.5], [-0.6, -0.3, 1.3], [-0.7, 0.4, -0.2], [-0.5, 0.0, -0.5], [1.2, -0.9, 0.4], [0.0, -0.2, -0.2], [0.2, -0.3, -1.3], [0.1, -0.1, 0.0], [-0.2, 0.2, 0.0], [-0.3, 1.1, 0.3], [-0.3, 0.2, -0.3], [0.4, 0.2, -0.2], [-0.6, -0.2, -0.2], [-0.3, -0.7, 0.7]]}

---

{"formula": "C12H20N4O6", "method": "ωB97M-V/def2-TZVPD", "smiles": "COC(=O)NNC(=O)[C@H]1CC[C@H](C(=O)NNC(=O)OC)CC1", "lumo_energy_ev": 0.75, "e_tot_ha": -1139.773069, "total_charge": 0, "elements": ["O", "O", "O", "O", "O", "O", "N", "N", "N", "N", "C", "C", "C", "C", "C", "C", "C", "C", "C", "C", "C", "C", "H", "H", "H", "H", "H", "H", "H", "H", "H", "H", "H", "H", "H", "H", "H", "H", "H", "H", "H", "H"], "xyz": [[5.47309, -1.52485, 1.14188], [-4.75728, -1.60567, -0.82061], [-3.35602, 1.08888, 1.51136], [2.93445, 1.38571, -1.45168], [6.91292, -0.71254, -0.41619], [-6.65455, -1.06230, 0.29073], [-3.96772, 0.98848, -0.65518], [-5.26442, 0.56195, -0.35131], [4.97076, 0.31731, -0.07088], [3.65036, 0.33716, 0.39344], [5.76234, -0.73285, 0.27760], [-3.03504, 1.08850, 0.34633], [-1.02225, -0.18184, -0.27639], [-0.77213, 2.07267, 0.78795], [7.86703, -1.69561, -0.03532], [1.27516, 0.73451, 0.18343], [0.42019, -0.11536, -0.76390], [-1.61595, 1.22982, -0.16693], [0.67408, 2.13811, 0.31290], [-5.48545, -0.79584, -0.30834], [-7.04135, -2.43065, 0.28783], [2.67225, 0.84682, -0.39449], [-7.11645, -2.80287, -0.73560], [1.31287, 0.25999, 1.16789], [-3.67678, 0.73818, -1.59075], [8.68839, -1.60280, -0.74068], [0.45947, 0.32982, -1.75990], [5.08421, 0.82047, -0.94391], [-1.61831, -0.79126, -0.95875], [-1.18618, 3.08045, 0.85069], [0.72657, 2.62685, -0.66184], [1.26773, 2.72612, 1.01534], [-0.82428, 1.63050, 1.78421], [-1.05702, -0.65408, 0.70772], [-5.73238, 1.13105, 0.34312], [-6.31034, -3.03299, 0.83055], [8.21505, -1.51346, 0.98326], [3.50464, -0.28698, 1.17669], [-8.00881, -2.46844, 0.78115], [7.42738, -2.69355, -0.08549], [-1.62872, 1.69505, -1.15718], [0.83252, -1.12449, -0.82877]], "forces_ev_per_angstrom": [[0.0, -0.3, 0.2], [0.1, -0.3, 0.0], [0.0, -0.1, 0.3], [0.0, 0.2, -0.4], [-0.4, 0.3, -0.1], [0.1, 0.5, 0.0], [-0.7, -0.3, -0.3], [0.2, 0.4, 0.1], [-0.3, 0.4, -0.4], [0.6, -0.5, 0.3], [0.0, 0.2, -0.1], [0.1, 0.2, -0.3], [0.1, 0.1, -0.3], [0.0, 0.1, -0.2], [0.1, -0.3, 0.2], [0.0, 0.2, -0.5], [0.0, -0.1, 0.2], [0.0, -0.2, 0.5], [0.0, -0.1, 0.2], [0.0, 0.0, -0.1], [0.1, -0.4, -0.1], [0.1, -0.2, 0.5], [0.0, 0.0, 0.1], [0.0, 0.0, 0.0], [0.0, 0.1, 0.2], [0.0, 0.0, 0.0], [0.1, 0.0, 0.0], [0.0, -0.1, 0.1], [0.0, -0.1, 0.1], [0.0, 0.0, 0.1], [0.1, 0.0, 0.0], [0.0, 0.1, 0.0], [-0.1, 0.0, 0.0], [-0.1, 0.0, 0.0], [0.1, -0.1, -0.2], [-0.1, 0.0, 0.0], [0.0, 0.0, -0.1], [-0.1, 0.1, -0.1], [0.0, 0.0, 0.0], [0.1, 0.1, 0.0], [0.0, 0.0, 0.0], [0.0, 0.0, -0.1]]}

---

What did the second record say?
{"formula": "C6H11N", "method": "ωB97M-V/def2-TZVPD", "lumo_energy_ev": 1.12, "e_tot_ha": -289.877251, "total_charge": 0, "elements": ["N", "C", "C", "C", "C", "C", "C", "H", "H", "H", "H", "H", "H", "H", "H", "H", "H", "H"], "xyz": [[1.81869, -0.77724, -0.22810], [-1.46511, -0.06544, 0.19484], [0.86595, -0.67397, 0.52434], [2.70834, -0.63014, -1.12941], [-1.64570, -0.84642, -1.10411], [-0.05974, 0.52117, 0.37429], [0.05561, 1.28761, 1.69627], [1.06083, 1.70105, 1.83915], [-0.98196, -1.71874, -1.13839], [2.59326, -1.19890, -2.04886], [-2.67574, -1.20456, -1.20500], [0.15808, 1.22884, -0.48472], [-1.68261, -0.72104, 1.04939], [-0.15758, 0.63149, 2.54945], [-0.66167, 2.11010, 1.69496], [-2.16951, 0.76911, 0.23051], [-1.42455, -0.21707, -1.97373], [3.66340, -0.19587, -0.84089]], "forces_ev_per_angstrom": [[-0.7, 1.4, -0.5], [-0.1, 0.1, 0.0], [0.5, -0.2, -0.3], [0.5, -1.0, 0.4], [0.0, 0.0, 0.0], [-0.1, -0.2, 0.2], [-0.1, 0.1, 0.0], [-0.2, -0.1, -0.1], [-0.1, 0.1, 0.0], [0.1, 0.2, 0.0], [0.2, 0.0, 0.0], [0.2, -0.9, 0.6], [0.1, 0.2, -0.1], [0.0, 0.1, -0.2], [0.0, 0.1, 0.1], [-0.1, 0.0, 0.0], [0.0, -0.1, 0.1], [-0.2, 0.0, -0.2]]}